No. 1
The following is a quantum chemistry calculation of a structure of composition C5H6O2, from OMol25.

```
13
Properties=species:S:1:pos:R:3:lowdin_charge:R:1
C -1.894 -0.395 -0.242 -0.04
C -0.684 -0.057 0.602 -0.34
O 0.284 -1.200 0.450 0.04
C 1.456 -0.693 0.025 -0.52
O 2.469 -1.285 -0.212 0.12
C 1.078 0.724 -0.041 -0.08
C -0.038 1.279 0.226 0.06
H -2.273 -1.383 0.034 0.09
H -2.673 0.354 -0.084 0.09
H -1.624 -0.404 -1.302 0.09
H -0.921 -0.042 1.669 0.15
H 2.508 1.608 -0.196 0.17
H 2.313 1.492 -0.932 0.17
```

Results
HOMO energy, eV: -10.05
Electronic energy, eV: -9371.5933
ΔE to the lowest compared entry with this formula, charge and spin, kcal per mole: 126.9
Lowest unoccupied orbital energy, eV: -0.23
Frontier orbital gap, eV: 9.82

=====

No. 2
The following is a quantum chemistry calculation of an isolated molecule of C5H6O2 at a distorted geometry, from OMol25.

```
13
Properties=species:S:1:pos:R:3:lowdin_charge:R:1
O 1.101 1.401 1.710 -0.05
C 0.269 0.288 1.471 -0.22
C -0.482 0.348 0.153 -0.12
C 0.018 0.224 -1.328 0.02
O -0.047 -1.970 -0.263 0.02
C -0.758 -0.989 -0.485 -0.48
C -1.024 -0.501 -1.836 0.08
H 1.860 1.313 1.123 0.09
H 0.796 -0.670 1.557 0.12
H -0.488 0.305 2.269 0.13
H -1.231 1.136 0.121 0.14
H 1.002 0.251 -1.782 0.15
H -1.016 -1.137 -2.709 0.11
```

Results
HOMO energy, eV: -9.44
Electronic energy, eV: -9372.9485
ΔE to the lowest compared entry with this formula, charge and spin, kcal per mole: 95.6
Lowest unoccupied orbital energy, eV: 0.05
Frontier orbital gap, eV: 9.49

=====

No. 3
The following is a quantum chemistry calculation of an isolated molecule of C5H6O2, from OMol25.

```
13
Properties=species:S:1:pos:R:3:lowdin_charge:R:1
O -2.301 -0.383 -0.114 -0.06
C -1.042 -0.814 0.335 -0.23
C 0.064 0.037 -0.342 -0.27
C 0.061 1.415 0.312 -0.19
O -0.961 2.015 0.553 0.06
C 1.430 -0.485 -0.393 -0.11
C 2.598 -0.758 -0.512 0.13
H -2.355 0.562 0.103 0.07
H -0.953 -0.735 1.429 0.13
H -0.938 -1.866 0.062 0.13
H -0.283 0.169 -1.376 0.16
H 1.048 1.832 0.589 0.13
H 3.632 -0.989 -0.645 0.03
```

Results
HOMO energy, eV: -10.13
Electronic energy, eV: -9374.6394
ΔE to the lowest compared entry with this formula, charge and spin, kcal per mole: 56.6
Lowest unoccupied orbital energy, eV: 0.56
Frontier orbital gap, eV: 10.69